No. 1
Below is 10 unconnected molecules or ions with the total composition H20O10 at a distorted geometry, with properties calculated with ωB97M-V/def2-TZVPD.

The energy relative to the best compared isomer or geometry (same formula, charge and spin) is 22.20 kcal/mol. As for the HOMO energy (alpha / beta): -0.5127 / -0.5127 Ha. The LUMO energy (alpha / beta) comes out at -0.1299 / -0.3989 hartree. The spin multiplicity is 2. As for the total charge: +1.

Geometry as XYZ:
```
30
Properties=species:S:1:pos:R:3:forces:R:3:lowdin_spin:R:1
O 2.10954 2.09523 0.24619 0.5 0.6 -1.5 0.779
O 3.12289 -2.59610 0.61149 -0.1 -0.1 -0.4 0.001
O -2.14538 3.33257 -0.77700 -0.1 0.0 -0.1 0.000
O -0.30021 0.23456 -0.17978 1.0 1.5 1.0 0.187
O -0.84297 2.71472 1.73319 0.7 0.0 -0.4 0.000
O 2.40187 -0.15202 2.14702 0.0 0.5 -1.0 0.010
O -1.59408 -0.22664 -2.58323 0.1 0.2 0.9 0.001
O -0.34285 -0.26962 2.54251 0.3 0.4 0.0 0.002
O -0.25084 -1.22475 -4.60898 0.1 -0.3 -0.1 0.000
O -0.88124 -2.36024 0.30805 0.2 0.3 0.1 0.009
H 2.86303 -0.52333 2.89914 0.5 0.0 0.2 0.000
H -0.35844 -2.87623 -0.30568 0.3 -0.5 -0.1 0.000
H 1.48647 -0.10995 2.42363 -0.7 -0.1 0.6 0.000
H -0.70355 1.77070 1.80797 -0.1 -0.6 0.4 0.000
H 1.22701 2.36516 0.50017 -1.8 0.9 0.4 0.005
H -2.34781 0.34433 -2.43453 -0.3 0.3 -0.2 0.000
H 3.29607 -3.21702 1.31908 0.1 -0.3 0.1 0.000
H -0.36423 -0.68843 -3.82428 0.0 0.3 -0.1 0.000
H -1.22450 -0.37106 2.90114 -0.2 -0.1 0.4 0.000
H 0.07912 -0.58662 0.13328 0.2 -0.7 -0.5 -0.001
H 2.27660 1.30585 0.76116 0.9 -2.0 1.4 0.007
H -2.51765 2.73211 -1.42285 -0.2 0.1 -0.3 0.000
H -0.41727 -0.56570 1.63529 -0.6 -0.4 0.2 0.000
H -1.78146 -2.45812 -0.00220 -0.4 -0.1 0.0 0.000
H -0.63124 0.02814 -1.05388 -0.5 -0.2 -1.4 0.001
H -1.79249 2.82224 1.78884 -0.4 0.3 0.1 0.000
H -1.96040 -1.11095 -2.58935 -0.2 -0.5 -0.3 0.000
H 0.69345 -1.22418 -4.76565 0.2 -0.1 -0.3 0.000
H -1.61969 2.77367 -0.20472 0.4 0.0 0.3 0.000
H 2.52024 -1.95834 0.99397 0.0 0.3 0.2 0.000
```
Forces are in eV/Å.

No. 2
Below is a molecular structure, H20O11 at a distorted geometry, with properties calculated with ωB97M-V/def2-TZVPD.

The energy relative to the best compared isomer or geometry (same formula, charge and spin) is 171.97 kcal/mol. As for the HOMO energy: 0.0855 Ha. The LUMO energy comes out at 0.1890 hartree. As for the total charge: -2.

Geometry as XYZ:
```
31
Properties=species:S:1:pos:R:3:forces:R:3:lowdin_charge:R:1
O -1.99611 16.12452 14.52291 1.2 11.1 4.8 -0.125
O -2.26982 16.67410 16.46717 -6.0 -3.2 7.1 0.090
O -2.61749 14.29018 14.08906 -1.7 -7.6 -1.0 -0.034
O 0.29361 17.43525 15.72455 3.1 2.4 -1.7 -0.043
O 0.19082 17.82494 12.82890 -0.3 0.8 -0.3 -0.605
O -0.53432 15.51136 15.95060 1.2 -8.1 4.6 0.019
O -4.16456 15.88182 14.64534 -5.1 0.6 1.7 -0.041
O -2.68477 18.65738 14.04463 -1.0 0.6 -0.2 -0.012
O -2.63788 16.42161 12.62529 -2.5 1.1 -6.4 -0.029
O -0.32668 15.35338 13.54674 4.3 -3.0 -2.4 -0.038
O -1.38457 18.53760 16.50245 -1.6 9.9 2.3 -0.030
H -3.51790 14.39558 14.39626 0.0 -0.7 -0.1 0.024
H -2.20610 15.13817 14.25615 -0.7 -6.0 -1.3 -0.237
H -2.56638 17.74004 14.29104 -0.9 1.7 -0.7 -0.020
H -0.74712 14.54991 13.24028 0.0 -0.1 -0.3 0.042
H -0.40031 14.57860 15.78256 0.4 -0.1 -0.4 0.118
H -2.39232 16.36005 13.54841 -1.3 1.1 -6.0 -0.239
H -1.52443 16.96551 14.68032 2.0 2.4 -1.7 0.148
H -2.05473 16.35254 15.59164 -2.7 -0.5 3.5 -0.178
H -3.03940 15.57565 12.42683 0.0 0.0 -0.2 0.040
H -0.43941 17.92596 16.09620 3.1 0.4 -0.4 -0.168
H -1.96142 19.06833 17.05181 0.0 0.5 0.3 0.076
H -4.60782 16.70801 14.83812 -0.4 0.2 -0.3 0.067
H -2.88613 19.10287 14.86756 0.4 0.1 0.3 0.030
H -3.24101 16.11891 14.56116 -2.1 0.5 0.3 -0.106
H -3.22653 16.69904 16.48536 -0.3 0.1 0.2 0.113
H -1.74347 17.65228 16.56273 -0.9 -0.4 1.2 -0.207
H 0.01202 16.52103 15.75814 2.9 0.8 0.2 -0.189
H -1.15042 15.79108 15.27355 3.2 -3.6 1.8 -0.116
H -0.37303 17.67614 13.61278 1.1 0.6 -0.7 -0.177
H -1.02455 15.83514 13.99069 4.6 -1.5 -4.2 -0.172
```
Forces are in eV/Å.

No. 3
Below is a molecular structure, H20O14STl at a distorted geometry, with properties calculated with ωB97M-V/def2-TZVPD.

As for the HOMO energy (alpha / beta): -0.6210 / -0.6227 Ha. The LUMO energy (alpha / beta) comes out at -0.4804 / -0.4760 hartree. The spin multiplicity is 2. As for the total charge: +2.

Geometry as XYZ:
```
36
Properties=species:S:1:pos:R:3:forces:R:3:lowdin_spin:R:1
Tl 8.37687 7.99270 -21.70646 0.2 -0.2 0.3 0.000
S 8.03435 8.78730 -17.62519 -0.6 -0.3 -2.8 0.001
O 9.23230 6.86596 -14.83574 -0.5 -0.1 1.9 -0.527
O 9.37077 11.74560 -18.85503 -0.3 0.8 -0.5 0.024
O 5.80143 11.60016 -18.18169 -0.8 -0.7 -0.2 0.232
O 7.91244 8.80940 -19.08450 -0.7 0.2 0.8 0.001
O 4.54563 8.86709 -18.10145 -3.1 1.1 -0.6 0.748
O 10.80875 10.07545 -15.73088 0.9 1.1 0.5 0.493
O 6.22700 6.34411 -15.56644 0.7 -1.5 0.5 -0.454
O 8.65711 10.01620 -17.14494 -1.0 1.4 1.2 0.007
O 9.17110 5.97574 -19.54734 0.0 0.2 -0.5 0.000
O 8.24009 11.82904 -15.35519 0.1 0.2 1.5 0.456
O 6.69038 8.52861 -16.99033 0.6 0.3 0.0 0.010
O 8.95992 7.77127 -17.21059 0.9 -2.7 1.0 0.005
O 5.62058 9.48127 -14.57667 -0.4 -0.1 0.1 0.001
O 11.71019 7.12020 -17.58038 0.2 0.2 0.4 -0.021
H 6.01717 6.78516 -14.74323 -0.5 0.4 1.0 0.000
H 9.09308 5.92178 -14.90913 0.1 -1.2 0.2 0.002
H 10.24756 11.36479 -18.80541 0.3 0.0 -0.1 0.000
H 9.01293 5.04619 -19.38253 0.0 -0.4 -0.2 0.000
H 11.02386 9.25215 -15.29254 0.6 -0.7 0.8 0.007
H 9.05710 7.20338 -15.71420 -0.2 0.9 -2.2 -0.002
H 5.76638 9.26284 -15.49714 0.2 0.0 -0.1 0.000
H 4.81361 9.05976 -18.99995 0.1 0.3 -1.4 0.004
H 8.84586 11.21882 -18.25235 0.4 -0.1 -0.1 -0.001
H 6.52805 7.04524 -16.14440 0.3 1.2 -1.0 -0.001
H 5.36352 8.67369 -17.64333 2.9 -0.7 1.5 0.008
H 8.05990 12.61036 -15.87796 0.1 1.1 -0.2 0.006
H 6.47642 9.36522 -14.16400 0.3 0.2 0.3 0.000
H 10.01190 9.88313 -16.22512 -1.3 0.0 -1.1 0.002
H 6.72308 11.48946 -18.41521 0.6 0.1 -0.5 0.001
H 11.59643 6.53148 -18.32649 0.1 -0.3 -0.3 0.000
H 9.12681 6.38373 -18.68258 -0.1 0.3 0.4 0.000
H 5.73771 11.26127 -17.28877 -0.3 0.1 0.8 -0.004
H 8.33246 11.12606 -15.99826 0.1 -1.2 -0.9 0.000
H 10.82943 7.44624 -17.39545 -0.2 0.1 -0.2 0.001
```
Forces are in eV/Å.

No. 4
Below is a molecular structure, H21O10 at a distorted geometry, with properties calculated with ωB97M-V/def2-TZVPD.

The energy relative to the best compared isomer or geometry (same formula, charge and spin) is 29.85 kcal/mol. As for the HOMO energy: -0.4850 Ha. The LUMO energy comes out at -0.1032 hartree. As for the total charge: +1.

Geometry as XYZ:
```
31
Properties=species:S:1:pos:R:3:forces:R:3:lowdin_charge:R:1
O -0.58413 -0.75602 1.94582 -0.4 -0.6 0.2 -0.030
O -2.64694 2.27017 1.34930 0.3 1.1 1.9 -0.065
O 0.43438 -2.94663 2.41052 0.0 0.4 0.1 0.061
O -2.38207 0.93949 -2.37675 0.5 0.6 -1.0 -0.052
O 1.86957 -1.98462 0.74534 0.7 -0.8 0.9 0.086
O 0.80506 4.08091 1.23189 0.3 -0.4 -0.1 -0.041
O -0.10815 1.37319 0.45544 0.0 -0.2 -0.2 -0.062
O 0.53586 1.28063 -2.62239 0.5 0.1 -0.3 -0.044
O 2.30990 -3.33378 -1.52399 -0.1 -0.1 0.0 -0.027
O -0.47564 -0.96220 -1.74431 0.7 -0.8 -1.0 -0.090
H 1.90707 -2.72336 0.07601 0.1 0.4 -0.4 0.082
H -2.04550 1.04303 -1.48102 -0.7 -0.4 0.1 0.019
H 0.11236 -0.45686 -2.34980 -0.4 0.2 0.9 0.006
H -0.94073 -0.29088 2.70629 -0.2 0.3 -0.3 0.083
H -0.28280 -2.22024 2.19469 0.7 -0.1 0.0 0.082
H -0.72600 -0.22855 1.13142 0.3 0.3 0.5 0.054
H -2.90274 2.21814 2.28724 -0.9 -1.1 -0.3 0.046
H 0.55404 2.01683 0.74853 -0.1 0.1 -0.3 0.037
H 1.32684 -2.48260 1.74157 -1.2 -0.1 -0.4 0.072
H 0.49587 4.20318 2.13309 -0.1 0.2 0.0 0.049
H 0.00826 1.55111 -3.38456 -0.2 0.1 0.1 0.075
H 1.45378 1.31271 -2.91538 0.0 0.2 0.0 0.075
H 1.94438 -2.73417 -2.18602 -0.1 0.0 0.1 0.063
H 0.14353 4.43467 0.62934 -0.1 0.1 0.2 0.053
H -3.22004 0.48188 -2.45347 0.0 0.1 0.7 0.048
H -2.12389 3.06007 1.57975 0.4 0.0 -1.5 0.031
H 0.03093 1.17833 -0.47788 0.3 0.2 -0.2 0.010
H 2.14626 -4.21933 -1.87070 0.1 0.0 0.1 0.080
H -1.02508 -1.37895 -2.42612 -0.4 0.0 0.6 0.050
H 2.77313 -1.91342 1.09360 0.2 0.3 -0.5 0.130
H 0.61250 -2.81271 3.35255 0.0 -0.3 0.0 0.121
```
Forces are in eV/Å.

No. 5
Below is 10 unconnected molecules or ions with the total composition H22NO9 at a distorted geometry, with properties calculated with ωB97M-V/def2-TZVPD.

The energy relative to the best compared isomer or geometry (same formula, charge and spin) is 125.64 kcal/mol. As for the HOMO energy: -0.5188 Ha. The LUMO energy comes out at -0.1235 hartree. As for the total charge: +1.

Geometry as XYZ:
```
32
Properties=species:S:1:pos:R:3:forces:R:3:lowdin_charge:R:1
O -1.71165 -1.02766 0.89217 -0.1 -1.7 -2.2 -0.065
O -3.41781 1.90243 0.99467 1.7 1.4 -2.5 -0.124
O 0.13250 -1.57992 -2.11727 -2.6 -3.2 2.7 -0.065
O -1.95045 1.57043 -2.94008 -1.6 -3.7 2.3 -0.061
O 2.41301 -0.54324 1.01634 -11.0 0.5 -9.5 0.106
O 2.21012 -2.82793 -0.82126 2.1 -1.1 0.7 -0.038
O 0.49753 -2.07657 2.45688 -0.8 2.1 -1.6 -0.035
O -1.31691 1.77558 2.84757 2.4 3.4 -1.5 -0.116
O 2.45505 1.77042 -1.00643 -5.8 4.7 3.4 -0.007
N 0.07273 0.86265 -0.31832 -1.2 -5.6 3.1 0.332
H -0.25034 -2.56178 -2.06716 1.1 3.2 -0.1 0.148
H -1.12872 2.68789 2.30326 -1.3 -3.6 2.1 0.116
H -1.27188 -1.50619 1.58829 0.7 0.1 1.6 0.001
H 3.23735 1.40062 -1.06195 6.4 -2.8 -0.8 -0.045
H -0.84519 0.59352 -0.59911 -0.9 -0.5 -0.2 0.087
H -2.74901 1.14008 -2.43567 2.2 1.0 -1.7 0.101
H 0.83387 -2.81742 2.90829 1.0 -1.3 0.6 0.032
H 2.88791 -0.51060 0.23242 1.4 -0.3 -2.1 0.035
H -2.08481 1.33756 2.49426 -0.8 0.3 -0.7 -0.024
H 1.36275 -2.48953 -0.60586 -0.9 0.7 -0.6 -0.027
H -1.70070 -1.81258 0.26277 -0.5 1.6 0.6 0.084
H 0.70671 0.04020 -0.37836 -0.8 0.1 -0.1 0.105
H 2.91452 -0.54965 1.63880 9.6 -0.1 11.9 -0.079
H 1.16219 -1.63492 1.87552 -0.4 -1.0 0.8 0.018
H 0.07307 1.01654 0.67280 -0.1 1.1 0.8 0.117
H 2.52446 2.33137 -0.12529 -0.1 -1.6 -2.8 0.154
H -3.39850 1.14111 0.33812 0.0 1.5 1.1 0.051
H -2.89202 2.71777 0.56186 -2.0 -3.0 1.2 0.117
H -2.24217 2.43993 -3.00293 -0.7 2.7 -0.5 -0.007
H 2.54395 -2.63947 -1.70105 -0.8 0.2 0.0 0.047
H 0.45707 1.41872 -0.93528 2.5 4.7 -3.5 0.030
H 0.47538 -1.56937 -2.96800 1.1 0.3 -2.7 0.012
```
Forces are in eV/Å.

No. 6
Below is 11 unconnected molecules or ions with the total composition H22O11 at a distorted geometry, with properties calculated with ωB97M-V/def2-TZVPD.

The energy relative to the best compared isomer or geometry (same formula, charge and spin) is 22.58 kcal/mol. As for the HOMO energy (alpha / beta): -0.0009 / -0.2753 Ha. The LUMO energy (alpha / beta) comes out at 0.0915 / 0.0878 hartree. The spin multiplicity is 2. As for the total charge: -1.

Geometry as XYZ:
```
33
Properties=species:S:1:pos:R:3:forces:R:3:lowdin_spin:R:1
O 0.60393 -1.76712 -3.25552 0.3 0.5 -0.7 0.021
O 1.85857 -1.60244 0.47701 -0.7 -0.2 -0.2 0.179
O 0.44951 3.63223 -1.86214 0.4 0.4 -0.1 0.035
O 1.76260 1.07368 2.13770 -0.5 -0.5 -0.2 0.163
O 0.28189 -3.28827 -0.88414 -0.6 -0.3 -0.3 0.036
O 0.45762 -3.27273 2.80801 -0.3 -0.3 0.4 0.048
O -2.43073 -1.46919 -0.70159 -0.5 -0.7 -0.1 0.013
O -2.69182 1.47458 -1.34702 -0.3 0.2 -0.5 0.016
O -0.22677 3.21343 0.76026 0.1 -0.2 0.6 0.036
O -1.46173 1.07575 2.35348 -0.8 0.2 0.6 0.025
O -0.34954 0.16644 -0.11103 -0.4 0.3 -0.2 0.048
H 0.31817 3.60528 0.07782 0.2 0.1 -0.5 0.009
H -1.07741 0.60429 1.61439 0.2 -0.2 -0.4 0.009
H -1.96863 1.25419 -0.75994 0.4 -0.3 0.4 0.006
H -0.76825 1.66596 2.64839 0.3 0.0 -0.1 0.010
H 0.54941 -2.77363 1.99640 0.1 0.3 -0.3 0.015
H 2.21516 -0.82857 0.91313 0.4 0.9 0.6 0.047
H 2.57544 -2.23661 0.48944 0.8 -0.4 0.1 0.072
H 0.41106 -2.48528 -3.85824 -0.1 -0.1 -0.1 0.003
H -3.01446 -0.88005 -1.17950 -0.1 0.3 -0.1 0.002
H 0.21195 -2.03856 -2.42552 -0.2 -0.3 0.6 0.005
H -3.02187 2.31062 -1.01788 -0.2 0.1 0.1 0.005
H 0.27764 -0.52885 0.08759 0.5 -0.5 0.1 0.016
H 1.35526 -3.49211 3.05767 0.3 0.0 0.0 0.020
H 2.33767 1.00770 2.90004 0.4 -0.2 0.4 0.042
H -0.32166 4.06907 -2.22367 -0.3 0.1 -0.1 0.011
H 0.48444 2.79107 -2.31763 0.1 -0.4 -0.1 0.014
H -1.07792 3.64025 0.66229 -0.3 0.0 0.1 0.010
H 0.99987 -2.79421 -0.48838 0.2 0.4 0.2 0.013
H 0.71406 -3.98031 -1.38468 0.1 -0.3 -0.1 0.009
H 0.18627 0.95453 -0.20070 0.3 0.5 0.1 0.024
H -1.57262 -1.04778 -0.74954 0.1 0.2 0.0 0.005
H 1.93280 1.94650 1.78352 0.1 0.5 -0.3 0.035
```
Forces are in eV/Å.

| no. | electronic energy (Ha) |
| --- | --- |
| 1 | -763.98562 |
| 2 | -838.75673 |
| 3 | -1635.05185 |
| 4 | -764.73628 |
| 5 | -744.75563 |
| 6 | -840.81664 |